(1)
Here is the ion C3H8NO2 with charge -1 in a non-equilibrium geometry from the Open Molecules 2025 dataset. Energies are from ωB97M-V with the def2-TZVPD basis set.

The HOMO-LUMO gap comes out at 6.318 eV. Its spin multiplicity is 1. As for the net charge: -1. The SMILES is [O-]CNCCO. For the highest occupied orbital energy, the calculation gives -2.418 eV. The calculation puts the energy above the lowest of the compared OMol25 structures with the same formula, charge and spin at 354.9 kJ/mol. As for the total energy: -8824.114 eV.

Element x y z (Å)
O  1.071  2.099  -1.519
C  0.282  0.987  -1.759
N  -0.513  0.539  -0.556
C  0.365  0.160  0.591
C  0.066  -1.340  0.976
O  -0.949  -1.262  2.009
H  0.919  0.078  -1.896
H  -0.569  1.367  -2.554
H  -1.165  1.234  -0.277
H  1.360  0.162  0.144
H  0.231  0.717  1.562
H  -0.196  -2.071  0.132
H  0.853  -1.670  1.547
H  -1.754  -0.999  1.601

***

(2)
Here is an isolated molecule of C4H5FN2 in a non-equilibrium geometry from the Open Molecules 2025 dataset. Energies are from ωB97M-V with the def2-TZVPD basis set.

The HOMO-LUMO gap comes out at 8.804 eV. Its spin multiplicity is 1. As for the net charge: 0. The SMILES is Nc1ccc(F)[nH]1. For the highest occupied orbital energy, the calculation gives -7.916 eV. The calculation puts the energy above the lowest of the compared OMol25 structures with the same formula, charge and spin at 173.4 kJ/mol. As for the total energy: -9925.007 eV.

Element x y z (Å)
N  0.344  1.059  1.832
C  0.122  0.332  0.657
C  -0.995  0.208  -0.230
C  -0.663  -0.572  -1.370
C  0.542  -1.049  -1.186
F  1.174  -1.955  -1.842
N  1.019  -0.565  0.060
H  -0.291  0.807  2.519
H  -0.153  2.059  1.546
H  -1.860  0.824  -0.179
H  -1.320  -0.710  -2.156
H  2.080  -0.438  0.347

***

(3)
Here is a structure of composition C42H29Cl6FInOPSi from the Open Molecules 2025 dataset. Energies are from ωB97M-V with the def2-TZVPD basis set.

The HOMO-LUMO gap comes out at 8.062 eV. Its spin multiplicity is 1. As for the net charge: 0. For the highest occupied orbital energy, the calculation gives -7.867 eV. As for the total energy: -146265.126 eV.

Element x y z (Å)
In  0.431  0.867  -0.093
Cl  0.937  -0.994  1.890
C  -0.262  -2.201  2.256
C  -0.167  -2.828  3.489
C  -1.046  -3.852  3.796
C  -1.997  -4.256  2.870
C  -2.081  -3.621  1.643
C  -1.229  -2.566  1.318
P  -1.365  -1.670  -0.285
C  -1.430  -3.096  -1.431
C  -2.607  -3.613  -1.966
C  -2.557  -4.696  -2.832
C  -1.339  -5.264  -3.173
C  -0.162  -4.747  -2.649
C  -0.206  -3.662  -1.787
C  -3.103  -1.104  -0.300
C  -4.008  -1.207  0.749
C  -5.264  -0.626  0.643
C  -5.624  0.071  -0.498
C  -4.730  0.169  -1.556
C  -3.481  -0.419  -1.457
H  0.595  -2.522  4.192
H  -0.976  -4.342  4.758
H  -2.672  -5.067  3.109
H  -2.815  -3.944  0.916
H  -3.563  -3.173  -1.710
H  -3.477  -5.093  -3.243
H  -1.306  -6.104  -3.856
H  0.792  -5.180  -2.920
H  0.713  -3.238  -1.395
H  -3.741  -1.735  1.655
H  -5.959  -0.704  1.470
H  -6.599  0.535  -0.567
H  -4.998  0.716  -2.451
H  -2.786  -0.356  -2.286
Cl  2.307  -0.677  -7.088
C  2.034  -0.692  -5.389
C  1.048  0.108  -4.824
Cl  0.070  1.103  -5.832
C  0.838  0.095  -3.452
Cl  -0.391  1.094  -2.756
C  1.588  -0.711  -2.567
O  1.404  -0.752  -1.294
C  2.574  -1.520  -3.184
Cl  3.502  -2.531  -2.145
C  2.798  -1.510  -4.550
Cl  4.021  -2.509  -5.231
F  -4.064  4.237  2.789
C  -3.167  3.433  2.180
C  -2.826  2.239  2.781
C  -1.913  1.410  2.143
C  -1.340  1.764  0.927
C  -1.685  2.999  0.378
C  -2.612  3.837  0.983
H  -3.273  1.972  3.730
H  -1.641  0.474  2.621
H  -1.213  3.329  -0.545
H  -2.894  4.787  0.549
C  1.363  5.019  3.876
C  1.645  5.705  2.704
C  1.940  5.005  1.543
C  1.956  3.610  1.526
C  1.658  2.939  2.713
C  1.370  3.631  3.878
Si  2.333  2.642  -0.049
C  4.039  1.847  0.021
C  5.098  2.339  -0.742
C  6.351  1.745  -0.693
C  6.567  0.645  0.124
C  5.523  0.141  0.888
C  4.273  0.735  0.830
H  1.135  5.561  4.785
H  1.632  6.788  2.693
H  2.158  5.555  0.634
H  1.643  1.852  2.731
H  1.142  3.088  4.787
H  2.302  3.586  -1.193
H  4.943  3.197  -1.387
H  7.158  2.139  -1.298
H  7.542  0.177  0.162
H  5.682  -0.723  1.521
H  3.466  0.317  1.423